Density functional theory data (ωB97M-V/def2-TZVPD) for C40H40BN2O6P2W as an isolated structure in a non-equilibrium geometry.

Computed properties:
E (a.u.): -2883.2040
ΔE to the lowest compared entry with this formula, charge and spin (kJ/mol): 0.00
⟨S²⟩: 2.010
HOMO energy (spin up / spin down) (Ha): -0.5581 / -0.5614

The geometry in ORCA input format:
```
! wB97M-V def2-TZVPD RIJCOSX def2/J DEFGRID3
* xyz 3 3
W -0.753 5.967 21.588
O 1.158 5.490 20.953
P 2.245 5.694 19.824
C 1.362 6.474 18.387
P -0.392 5.966 18.202
O -1.074 5.976 19.612
C -1.349 7.012 17.148
C -2.743 6.857 17.085
C -3.505 7.703 16.303
C -2.897 8.673 15.482
C -1.525 8.825 15.529
C -0.766 8.013 16.352
C -0.445 4.290 17.654
C -0.434 3.237 18.575
C -0.592 1.944 18.104
C -0.645 1.699 16.751
C -0.539 2.746 15.825
C -0.466 4.057 16.291
C 3.368 6.889 20.434
C 2.982 8.208 20.690
C 3.921 9.116 21.151
C 5.209 8.639 21.419
C 5.599 7.330 21.144
C 4.688 6.465 20.608
C 3.039 4.144 19.332
C 3.425 3.817 18.014
C 3.834 2.558 17.719
C 3.955 1.631 18.759
C 3.711 1.937 20.065
C 3.281 3.217 20.375
H 1.941 6.209 17.497
H 1.488 7.525 18.523
H -3.187 6.087 17.673
H -4.560 7.495 16.262
H -3.518 9.232 14.793
H -1.009 9.557 14.911
H 0.330 8.174 16.247
H -0.417 3.490 19.633
H -0.662 1.066 18.774
H -0.719 0.683 16.422
H -0.552 2.548 14.750
H -0.438 4.843 15.584
H 1.977 8.660 20.445
H 3.648 10.175 21.287
H 5.958 9.337 21.801
H 6.626 7.001 21.274
H 4.983 5.452 20.365
H 3.366 4.576 17.255
H 4.070 2.223 16.744
H 4.279 0.600 18.495
H 3.881 1.224 20.860
H 3.145 3.437 21.419
C 0.737 9.100 24.327
C -0.092 7.863 24.058
O -0.106 7.397 22.915
N -0.781 7.318 25.050
C -1.557 6.076 24.856
C -0.634 4.884 24.573
C -0.277 4.050 25.612
C 0.450 2.921 25.308
C 0.890 2.706 24.032
C 0.557 3.593 23.044
N -0.187 4.676 23.316
H 0.122 10.018 24.405
H 1.426 9.311 23.498
H 1.325 8.957 25.221
H -0.709 7.756 25.967
H -2.260 6.245 23.998
H -2.218 5.861 25.712
H -0.652 4.259 26.616
H 0.619 2.207 26.089
H 1.406 1.818 23.840
H 0.838 3.488 22.000
O -3.642 4.680 21.526
B -2.324 4.404 21.765
O -2.089 3.122 22.133
C -3.354 2.517 22.146
C -3.683 1.208 22.320
C -5.007 0.862 22.091
C -5.986 1.813 21.786
C -5.641 3.141 21.637
C -4.317 3.464 21.774
H -2.885 0.489 22.611
H -5.298 -0.153 22.257
H -7.060 1.573 21.785
H -6.398 3.889 21.464
C -2.485 8.504 21.173
O -2.553 7.131 21.679
H -3.349 9.058 21.569
H -2.536 8.544 20.091
H -1.560 8.932 21.523
H -3.336 6.667 21.325
*
```